[1]
C36H46BN9SbTi | the ωB97M-V functional and the def2-TZVPD basis

As for the energy above the lowest of the compared OMol25 structures with the same formula, charge and spin: 0.00 kcal per mole. The largest force on an atom comes out at 0.89 eV/Å. The value obtained for the gap between HOMO and LUMO is 6.73 eV. As for the net charge: +3. The HOMO energy is -0.6366 Ha.

The geometry in XYZ format:
```
94
Properties=species:S:1:pos:R:3:mulliken_charge:R:1
Ti 0.03177 -0.01568 0.00374 -2.5267
C 1.14948 -2.95564 1.77728 -0.6337
C -0.33147 -2.79853 1.62818 0.1458
C -1.11367 -3.81601 2.18877 -0.8443
C -2.48503 -3.79723 2.09741 -1.2038
C -3.07331 -2.73360 1.42402 -0.6667
C -2.27220 -1.74614 0.87789 -0.3196
N -0.91953 -1.75820 0.97250 1.6925
Sb -3.37955 -0.25786 -0.19743 1.2311
C -2.18138 -0.33024 -1.97542 -0.3228
C -2.93555 -0.58076 -3.10721 -0.8046
C -2.31165 -0.61950 -4.34617 -1.1558
C -0.95951 -0.37332 -4.39260 -0.7756
C -0.22532 -0.11114 -3.23160 0.3104
C 1.23111 0.17455 -3.43591 -0.6414
N -0.84488 -0.11782 -2.01476 1.6480
C -2.45718 1.46116 0.70249 -0.1759
C -3.40337 2.38300 1.11449 -0.8537
C -2.99239 3.53721 1.76442 -1.1482
C -1.64470 3.70836 1.97875 -0.8020
C -0.71092 2.75813 1.55541 0.7524
C 0.71661 3.07075 1.89722 -0.9378
N -1.12923 1.63219 0.90133 1.6128
H 1.34303 -3.82231 2.40393 0.8173
H 1.62164 -2.10013 2.24924 -0.1447
H 1.62997 -3.13782 0.81878 -0.1341
H -0.61074 -4.62471 2.69820 0.5534
H -3.08479 -4.58491 2.53298 0.5286
H -4.15029 -2.68281 1.32446 0.6065
H -4.00264 -0.74509 -3.03099 0.6364
H -2.87172 -0.82298 -5.24872 0.5452
H -0.43920 -0.37028 -5.33967 0.5939
H 1.46480 0.03449 -4.48858 0.7532
H 1.88236 -0.47744 -2.86300 -0.1268
H 1.47486 1.20308 -3.18747 -0.2358
H -4.45658 2.20772 0.93424 0.6010
H -3.70790 4.27779 2.09597 0.5185
H -1.28250 4.59058 2.48736 0.6000
H 0.78013 4.12152 2.17233 0.8479
H 1.41562 2.89285 1.09226 -0.4346
H 1.04855 2.49800 2.75963 -0.2036
C -0.32965 1.30263 4.95305 -1.7635
C -0.45200 0.28882 3.80483 1.7104
C -1.00123 -1.02784 4.35722 -1.4259
C 0.88517 0.14293 3.12042 -1.5368
C 2.11744 0.12762 3.75890 -0.0931
C 3.07179 0.10417 2.75351 -0.9132
N 2.44807 0.12021 1.57745 0.3652
N 1.09393 0.11854 1.76874 2.2173
B 3.06060 0.10271 0.16575 -0.7641
N 2.62268 -1.18317 -0.55438 0.3548
C 3.37573 -2.16588 -1.04000 -0.8377
C 2.55160 -3.06650 -1.69662 -0.2806
C 1.25742 -2.58530 -1.55366 -1.2420
N 1.30417 -1.42094 -0.83130 2.0568
C 0.03081 -3.21043 -2.17072 1.8697
C 0.38451 -3.75860 -3.55890 -1.8781
C -0.57032 -4.33460 -1.32030 -1.4920
N 2.49631 1.31295 -0.61140 0.1645
C 3.17722 2.31070 -1.16696 -0.8988
C 2.27490 3.24699 -1.64792 -0.3754
C 1.01028 2.74220 -1.37996 -1.1264
N 1.15189 1.53378 -0.74499 2.0685
C -0.28963 3.45677 -1.66812 1.8696
C -0.07499 4.97060 -1.55059 -1.8494
C -0.88054 3.14550 -3.05029 -1.5270
H -1.31731 1.51005 5.36267 0.4481
H 0.11229 2.24545 4.63256 0.3029
H 0.27459 0.90568 5.76729 0.5269
H -1.16242 0.68932 3.08102 -0.8339
H -0.23109 -1.57783 4.89948 0.3357
H -1.41467 -1.67088 3.58449 0.3172
H -1.80187 -0.81153 5.06315 0.5644
H 2.30118 0.15821 4.81765 0.6516
H 4.14771 0.09737 2.80269 0.6019
H 4.24164 0.16482 0.22483 0.0134
H 4.44556 -2.14942 -0.91794 0.6302
H 2.85960 -3.95095 -2.22343 0.6431
H -0.72151 -2.43675 -2.30817 -1.0781
H 1.04994 -4.61767 -3.49072 0.5254
H 0.86043 -3.00707 -4.18876 0.3693
H -0.52243 -4.09993 -4.05658 0.4138
H 0.19999 -5.03162 -0.98599 0.3444
H -1.27560 -4.90026 -1.92762 0.5378
H -1.11260 -3.96853 -0.45238 0.3289
H 4.25460 2.30751 -1.15788 0.6486
H 2.51310 4.18087 -2.12216 0.6606
H -1.01330 3.16942 -0.90369 -0.9384
H 0.55848 5.34585 -2.35290 0.4724
H 0.37482 5.25072 -0.59825 0.3948
H -1.03282 5.48058 -1.63914 0.4444
H -0.12019 3.22087 -3.82948 0.3281
H -1.64699 3.88476 -3.27894 0.5375
H -1.35006 2.16588 -3.10931 0.2337
```

[2]
C4H13O4 | the ωB97M-V functional and the def2-TZVPD basis

As for the energy above the lowest of the compared OMol25 structures with the same formula, charge and spin: 18.59 kcal per mole. The largest force on an atom comes out at 3.64 eV/Å. The value obtained for the gap between HOMO and LUMO is 7.78 eV. As for the net charge: -1. The HOMO energy is -0.1439 Ha.

The geometry in XYZ format:
```
21
Properties=species:S:1:pos:R:3:mulliken_charge:R:1
C 0.60674 -1.55371 1.89556 -0.4428
O 2.01066 -1.44389 2.18843 -0.5393
C 0.00854 -0.23039 1.50320 -0.8134
C 0.49178 0.24992 0.00635 0.5034
C -0.06511 1.67595 -0.04011 -1.2183
O -0.07470 -0.63205 -0.85570 -1.0199
H 0.11399 -2.07737 2.72192 0.3469
H 0.44080 -2.26415 1.07154 0.1976
H -1.07587 -0.29309 1.36194 0.3369
H 0.11050 0.52986 2.29302 0.3042
H 1.58002 0.12134 0.11326 0.0551
H 0.06587 2.16141 -1.01550 0.2776
H 0.44703 2.28120 0.70257 0.3943
H -1.14350 1.66544 0.11269 0.2708
H 0.51142 1.38303 -2.95810 0.2586
H 0.23446 -0.09787 -2.50066 0.3989
H 2.36244 -0.94284 1.44246 0.3530
O 0.12741 0.54731 -3.24878 -0.6726
H -1.93534 -0.59015 -0.92522 0.4014
H -2.15006 -0.16146 -2.33209 0.3210
O -2.66710 -0.32849 -1.53677 -0.7134
```

Copy entry 2 word for word.
C4H13O4 | the ωB97M-V functional and the def2-TZVPD basis

As for the energy above the lowest of the compared OMol25 structures with the same formula, charge and spin: 18.59 kcal per mole. The largest force on an atom comes out at 3.64 eV/Å. The value obtained for the gap between HOMO and LUMO is 7.78 eV. As for the net charge: -1. The HOMO energy is -0.1439 Ha.

The geometry in XYZ format:
```
21
Properties=species:S:1:pos:R:3:mulliken_charge:R:1
C 0.60674 -1.55371 1.89556 -0.4428
O 2.01066 -1.44389 2.18843 -0.5393
C 0.00854 -0.23039 1.50320 -0.8134
C 0.49178 0.24992 0.00635 0.5034
C -0.06511 1.67595 -0.04011 -1.2183
O -0.07470 -0.63205 -0.85570 -1.0199
H 0.11399 -2.07737 2.72192 0.3469
H 0.44080 -2.26415 1.07154 0.1976
H -1.07587 -0.29309 1.36194 0.3369
H 0.11050 0.52986 2.29302 0.3042
H 1.58002 0.12134 0.11326 0.0551
H 0.06587 2.16141 -1.01550 0.2776
H 0.44703 2.28120 0.70257 0.3943
H -1.14350 1.66544 0.11269 0.2708
H 0.51142 1.38303 -2.95810 0.2586
H 0.23446 -0.09787 -2.50066 0.3989
H 2.36244 -0.94284 1.44246 0.3530
O 0.12741 0.54731 -3.24878 -0.6726
H -1.93534 -0.59015 -0.92522 0.4014
H -2.15006 -0.16146 -2.33209 0.3210
O -2.66710 -0.32849 -1.53677 -0.7134
```

Q: gap between HOMO and LUMO of number 2 (C4H13O4)?
A: 7.78 eV

Q: net charge of number 2 (C4H13O4)?
A: -1

Q: Among the records above, which one has the highest gap between HOMO and LUMO?
A: C4H13O4